1.
{"formula": "C5H11N2O", "method": "wB97M-V/def2-TZVPD", "spin_multiplicity": 1, "gap_ev": 10.69, "lumo_ev": -3.568, "molar_mass_g_mol": 115.16, "smiles": "CC1=N[C@@](C)([NH3+])CO1", "homo_ev": -14.2532, "total_charge": 1, "species": ["O", "N", "N", "C", "C", "C", "C", "C", "H", "H", "H", "H", "H", "H", "H", "H", "H", "H", "H"], "coordinates": [[0.685, 0.505, 1.731], [0.437, 0.307, -1.911], [-0.866, 0.415, 0.077], [1.482, 0.060, 0.594], [-1.644, 1.520, 2.097], [-0.585, 0.751, 1.265], [-0.053, -1.766, -0.507], [0.321, -0.253, -0.478], [-2.037, 2.288, 1.486], [-1.170, 2.018, 2.917], [-2.190, 0.766, 2.544], [2.111, 0.900, 0.343], [-1.078, -1.922, -0.565], [2.148, -0.820, 0.720], [0.920, 1.225, -1.805], [1.089, -0.172, -2.512], [0.259, -2.213, 0.354], [0.403, -2.444, -1.269], [-0.522, 0.341, -2.266]], "atomic_forces_ev_per_a": [[-0.347, -0.498, -0.513], [1.468, 0.959, 1.790], [1.181, -0.110, -0.858], [-1.169, -0.091, -1.243], [3.940, -0.413, -0.351], [-0.287, 1.346, 0.523], [1.768, 0.630, -2.787], [-0.861, -1.495, 1.132], [-1.173, 0.137, -0.679], [0.588, 0.296, 0.521], [-2.187, -1.147, 0.527], [0.248, 0.390, -0.345], [-1.987, 0.132, -0.245], [-0.846, 0.497, 0.637], [-1.243, -0.132, -0.289], [-0.117, -0.971, -0.389], [0.826, -0.888, 2.745], [0.005, 0.990, 0.059], [0.192, 0.368, -0.232]], "mulliken_charge": [-0.33, -0.17, -0.62, -0.72, -1.13, 0.59, -1.73, 0.90, 0.34, 0.36, 0.33, 0.39, 0.45, 0.34, 0.39, 0.36, 0.47, 0.42, 0.37]}

=====

2.
{"formula": "C26H17IrN5O11S", "method": "wB97M-V/def2-TZVPD", "spin_multiplicity": 1, "gap_ev": [4.39, 4.38], "lumo_ev": [-0.429, -0.429], "molar_mass_g_mol": 799.73, "homo_ev": [-4.8186, -4.8096], "total_charge": -1, "species": ["Ir", "S", "O", "O", "O", "O", "O", "O", "O", "O", "O", "O", "O", "N", "N", "N", "N", "N", "C", "C", "C", "C", "C", "C", "C", "C", "C", "C", "C", "C", "C", "C", "C", "C", "C", "C", "C", "C", "C", "C", "C", "C", "C", "C", "H", "H", "H", "H", "H", "H", "H", "H", "H", "H", "H", "H", "H", "H", "H", "H", "H"], "coordinates": [[1.407, -1.017, -1.567], [0.246, 5.211, 0.671], [2.353, 0.970, -5.146], [3.675, -3.080, -8.127], [2.469, 0.397, -2.991], [2.286, -4.805, -7.681], [-5.042, -0.086, 4.219], [0.649, -1.751, 5.979], [0.879, -2.977, -0.988], [1.050, -1.126, 0.923], [-4.758, 0.104, 2.074], [-0.873, -1.888, 0.034], [-1.249, -1.391, 6.961], [2.020, -2.144, -3.553], [-1.532, 4.063, 4.713], [0.852, 0.999, -0.952], [-0.549, -1.473, 5.956], [-4.356, -0.190, 3.203], [2.033, -3.455, -3.736], [-1.145, -1.244, 4.688], [2.604, -1.801, -5.838], [-1.163, -2.539, -2.245], [2.901, -3.772, -7.503], [1.687, 2.896, 0.225], [-0.308, 1.635, -1.127], [2.598, -3.166, -6.027], [1.830, 1.626, -0.291], [2.324, -4.017, -4.970], [-0.350, -1.390, 3.541], [2.310, -1.339, -4.563], [-2.311, 4.341, 3.685], [2.375, 0.177, -4.229], [-0.923, -1.226, 2.283], [-2.267, -0.872, 2.174], [0.378, 4.413, 3.330], [-1.823, 4.681, 2.431], [-2.484, -0.882, 4.596], [-0.450, 4.724, 2.264], [-0.544, 2.908, -0.649], [-0.186, -2.320, -1.110], [-3.026, -0.660, 3.332], [0.475, 3.556, 0.046], [-0.224, 4.090, 4.537], [-0.130, -1.415, 1.066], [-1.598, -3.534, -2.146], [1.452, 4.433, 3.229], [1.809, -4.054, -2.866], [2.502, 3.377, 0.745], [0.681, -1.677, 3.656], [0.370, 3.848, 5.408], [-1.959, -1.803, -2.203], [2.835, -1.097, -6.622], [-2.488, 4.914, 1.615], [-3.096, -0.756, 5.478], [-2.727, -0.724, 1.212], [-0.641, -2.489, -3.198], [-3.375, 4.294, 3.872], [-1.493, 3.394, -0.823], [2.328, -5.085, -5.110], [2.761, 1.086, -0.190], [-1.068, 1.109, -1.691]], "atomic_forces_ev_per_a": [[1.104, -1.243, -5.268], [-0.159, -0.211, 0.354], [0.136, 0.613, -0.016], [1.184, 0.763, -1.568], [-0.362, 0.665, 2.979], [-0.697, -1.785, -0.928], [0.677, -0.146, -0.749], [-0.962, 0.246, -0.044], [1.024, -0.227, 0.791], [-1.380, -0.298, 1.804], [0.459, -0.318, 1.073], [-0.562, 0.000, 2.248], [0.335, 0.005, -0.873], [-0.404, 0.587, 1.956], [-0.306, -0.232, 0.570], [-0.139, -0.084, 1.004], [1.163, -0.464, 2.234], [-2.542, 0.866, -0.372], [0.073, -0.845, -0.219], [-0.655, 0.297, -2.211], [-0.253, 0.093, 1.054], [0.098, -0.314, 0.418], [-0.604, 1.089, 3.065], [-0.322, 0.278, -0.087], [-0.029, -0.235, -0.171], [0.379, -0.681, -1.718], [0.061, -0.005, -0.121], [-0.193, 0.500, 0.630], [-0.484, -0.019, 0.262], [0.245, 1.472, -0.611], [-0.168, 0.086, -0.337], [-0.420, -2.121, -1.502], [-0.720, 0.125, 0.907], [-0.174, 0.196, 0.604], [-0.173, 0.022, 0.104], [0.028, 0.002, 0.162], [-0.030, 0.118, -0.050], [0.225, 0.228, -0.507], [0.323, 0.240, 0.134], [-0.055, 1.896, -2.168], [2.291, -0.758, -0.095], [0.049, -0.188, -0.162], [0.427, 0.010, -0.109], [1.463, 0.022, -2.048], [-0.160, -0.123, -0.017], [0.099, 0.019, -0.017], [-0.043, -0.060, 0.068], [0.061, -0.007, 0.007], [0.163, 0.044, -0.095], [0.148, -0.013, 0.040], [-0.045, 0.102, -0.078], [0.055, -0.059, -0.091], [-0.079, 0.028, -0.075], [0.081, 0.014, 0.013], [-0.016, -0.027, -0.119], [-0.006, 0.042, 0.103], [-0.148, 0.024, -0.052], [-0.023, 0.007, -0.025], [-0.056, -0.093, -0.095], [-0.012, -0.038, -0.018], [0.028, -0.107, 0.034]], "mulliken_charge": [0.83, -0.13, -0.66, -0.68, -0.74, -0.70, -0.61, -0.61, -0.67, -0.69, -0.61, -0.36, -0.61, -0.31, -0.59, -0.18, 1.04, 1.05, -0.28, -0.22, -0.58, -1.26, 0.40, -0.57, -0.48, 0.32, -0.07, -0.71, -0.48, 0.59, -0.47, 0.20, 0.35, -0.42, -0.19, -0.17, -0.31, 0.43, -0.62, 0.78, -0.29, 0.20, -0.47, 0.64, 0.36, 0.36, 0.45, 0.47, 0.66, 0.38, 0.31, 0.53, 0.41, 0.63, 0.69, 0.33, 0.40, 0.44, 0.46, 0.47, 0.52]}

=====

3.
{"formula": "C29H47BrN2OP2Sr", "method": "wB97M-V/def2-TZVPD", "spin_multiplicity": 1, "gap_ev": 6.10, "lumo_ev": -6.433, "molar_mass_g_mol": 669.18, "homo_ev": -12.5338, "total_charge": 2, "species": ["Sr", "Br", "P", "P", "O", "N", "N", "C", "C", "C", "C", "C", "C", "C", "C", "C", "C", "C", "C", "C", "C", "C", "C", "C", "C", "C", "C", "C", "C", "C", "C", "C", "C", "C", "C", "C", "H", "H", "H", "H", "H", "H", "H", "H", "H", "H", "H", "H", "H", "H", "H", "H", "H", "H", "H", "H", "H", "H", "H", "H", "H", "H", "H", "H", "H", "H", "H", "H", "H", "H", "H", "H", "H", "H", "H", "H", "H", "H", "H", "H", "H", "H", "H"], "coordinates": [[-2.597, 1.477, 0.160], [0.343, -2.208, 0.796], [-3.346, -1.677, -1.496], [3.324, -1.921, 0.270], [-1.638, 2.027, 2.251], [-3.178, 6.471, -3.427], [-0.850, 3.006, 4.117], [2.021, 0.526, 0.628], [-2.902, -0.031, -2.136], [-2.314, 4.207, -2.059], [1.152, 1.542, 0.310], [4.527, -2.048, -2.368], [3.739, -2.798, -1.280], [0.014, 3.027, 5.292], [-0.247, 0.677, 3.725], [-1.952, -4.195, -1.896], [-2.918, -0.016, -3.673], [-3.287, 5.266, -3.997], [2.981, -3.038, 1.717], [1.533, -0.556, -1.442], [-2.251, 5.480, -1.447], [1.910, -0.720, -0.067], [-2.685, 6.588, -2.194], [-3.536, -1.848, 0.330], [-2.874, 4.092, -3.348], [0.650, 0.429, -1.792], [-1.705, 3.075, -1.425], [3.203, -4.533, 1.513], [-4.586, -2.942, 0.608], [-0.948, 1.939, 3.322], [4.861, -1.129, 0.811], [0.319, 1.438, -0.843], [-0.779, 2.291, -1.098], [5.990, -2.130, 1.083], [-1.836, -2.660, -1.867], [-1.545, 4.241, 3.745], [-2.543, -4.560, -2.742], [-1.335, 4.971, 4.548], [1.890, -1.226, -2.215], [-3.717, 5.227, -5.004], [2.868, -4.873, 0.529], [-3.915, -0.891, 0.730], [0.233, 0.545, -2.805], [-2.633, 4.078, 3.665], [2.787, -3.178, -1.687], [5.716, -2.850, 1.866], [5.489, -1.665, -2.002], [-3.708, 0.657, -1.802], [-2.552, -2.106, 0.758], [4.243, -4.851, 1.638], [-0.527, -0.128, 3.041], [-1.172, 4.639, 2.785], [1.894, -2.943, 1.949], [0.843, 0.799, 3.691], [5.133, -0.404, 0.035], [-0.242, 2.214, 5.980], [2.604, -5.059, 2.264], [-5.571, -2.660, 0.220], [1.109, 2.495, 0.851], [-1.125, -2.375, -1.061], [-3.794, -0.561, -4.049], [3.967, -1.218, -2.817], [-1.805, 5.618, -0.458], [4.318, -3.677, -0.942], [-2.641, 7.598, -1.774], [3.494, -2.651, 2.612], [4.614, -0.566, 1.723], [-1.431, -2.316, -2.838], [-0.527, 0.387, 4.747], [-0.957, -4.642, -2.000], [-2.026, -0.473, -4.116], [-0.122, 3.985, 5.795], [-2.903, 3.133, -3.875], [-1.894, 0.257, -1.765], [-4.714, -3.111, 1.681], [-2.377, -4.617, -0.981], [6.872, -1.580, 1.434], [-2.976, 1.015, -4.036], [2.781, 0.675, 1.398], [-4.342, -3.916, 0.166], [4.733, -2.764, -3.172], [1.072, 2.921, 5.015], [6.296, -2.702, 0.194]], "atomic_forces_ev_per_a": [[-1.942, -1.881, 3.086], [-1.907, 0.584, -0.151], [-1.771, -2.258, -1.598], [0.135, -0.450, 0.543], [0.414, -0.386, 0.676], [-0.168, -0.010, -0.138], [-0.125, -0.338, -0.676], [-0.404, 0.477, 0.493], [0.619, 0.267, 0.449], [-0.488, 0.977, -0.321], [-0.311, 0.419, 0.015], [0.031, 0.102, 0.041], [-0.369, -0.498, 0.227], [0.244, -0.251, 0.264], [-0.148, -0.280, -0.087], [-0.099, -0.024, -0.090], [-0.064, 0.028, -0.087], [0.240, -0.200, 0.695], [-0.751, 0.054, 0.326], [-0.516, 0.009, -0.621], [-0.038, 0.017, -0.483], [2.323, 0.148, -0.541], [-0.037, -0.767, 0.122], [0.585, 0.194, -0.046], [0.140, 0.294, -0.052], [-0.002, 0.076, -0.111], [3.601, -1.466, -0.003], [0.312, -0.366, -0.013], [-0.361, -0.017, 0.210], [-0.409, 0.794, -0.179], [-0.220, 0.675, -0.318], [-0.687, -0.597, 0.519], [0.363, 3.890, -2.537], [0.188, -0.201, 0.086], [0.786, 0.268, 0.441], [-0.010, 0.481, 0.137], [-0.043, 0.181, 0.162], [-0.306, -0.297, -0.617], [-0.240, -0.183, 0.226], [0.220, 0.054, 0.406], [-0.067, 0.046, 0.152], [0.047, -0.177, 0.326], [0.354, -0.343, 0.473], [0.470, 0.034, 0.065], [0.309, -0.042, 0.164], [0.077, 0.230, -0.222], [-0.281, -0.115, -0.094], [0.228, -0.083, -0.272], [-0.424, 0.280, 0.223], [-0.130, 0.125, -0.075], [0.104, 0.131, 0.071], [-0.136, -0.206, 0.422], [1.504, 0.082, -0.077], [-0.222, 0.050, 0.035], [0.125, -0.006, 0.213], [0.022, 0.260, -0.072], [0.178, 0.004, -0.178], [0.259, 0.033, -0.060], [0.176, -0.530, 0.015], [-0.230, -0.234, -0.930], [0.193, 0.134, 0.126], [0.150, -0.154, 0.234], [-0.204, -0.108, -0.358], [-0.271, 0.274, -0.149], [0.034, -0.361, -0.180], [0.253, -0.024, -0.522], [0.162, -0.099, -0.201], [-0.178, -0.046, 0.425], [0.110, 0.109, -0.261], [-0.102, 0.194, 0.021], [-0.168, 0.044, 0.248], [0.079, -0.269, 0.016], [-0.051, 0.421, 0.315], [-0.404, 0.215, -0.521], [0.175, 0.097, -0.051], [-0.024, 0.172, -0.051], [-0.234, -0.151, -0.095], [0.047, -0.231, 0.024], [-0.489, -0.146, -0.050], [0.183, 0.355, -0.042], [0.026, 0.176, 0.194], [-0.245, 0.079, 0.032], [-0.190, 0.257, 0.209]], "mulliken_charge": [1.95, -0.37, -0.20, 1.26, -0.66, -0.55, 0.12, -0.76, 1.89, -0.36, -0.70, -1.25, -1.09, -0.81, -1.08, -1.39, -1.64, -0.43, -0.32, -0.84, -0.63, 0.67, -0.40, 0.29, -0.40, -1.04, 0.87, -1.43, -1.38, 0.42, -0.80, 0.85, -0.99, -1.23, 1.24, -0.84, 0.38, 0.30, 0.66, 0.39, 0.32, 0.16, 0.60, 0.26, 0.50, 0.29, 0.35, 0.32, 0.00, 0.31, 0.09, 0.28, 0.16, 0.31, 0.54, 0.31, 0.43, 0.37, 0.63, -1.21, 0.49, 0.28, 0.46, 0.62, 0.39, 0.66, 0.46, 0.28, 0.47, 0.35, 0.33, 0.28, 0.18, -1.15, 0.38, 0.29, 0.43, 0.29, 0.37, 0.31, 0.44, 0.33, 0.33]}